ORCA calculation (ωB97M-V/def2-TZVPD) on a cluster of 10 separate species, C33H96O40P10 in total.

DFT total energy (Eh): -7738.89178
Frontier orbital gap (eV): 10.67
Multiplicity: 1
SMILES: CCOP(=O)(OCC)OCC.COP(=O)(OC)OC.COP(=O)(OC)OC.COP(=O)(OC)OC.COP(=O)(OC)OC.COP(=O)(OC)OC.COP(=O)(OC)OC.COP(=O)(OC)OC.COP(=O)(OC)OC.COP(=O)(OC)OC

```
179
Properties=species:S:1:pos:R:3:forces:R:3:mulliken_charge:R:1
C -1.8635 -3.1736 -3.6771 -0.69 -0.15 0.76 -1.40
C -2.7377 -2.8716 -2.4546 1.30 -0.11 -1.12 0.61
O -3.8411 -2.1482 -3.0008 -0.45 0.09 -0.14 0.04
P -5.3345 -2.3644 -2.5291 -1.43 -0.19 -0.86 0.67
O -6.2857 -1.4568 -3.2528 1.50 -1.48 1.03 -0.78
O -5.1882 -2.1695 -0.9609 -1.65 -1.42 -1.43 -0.07
C -5.6871 -0.9796 -0.3558 0.61 1.19 0.98 -0.75
C -4.4410 -0.5403 0.3566 0.44 0.96 0.49 -0.11
O -5.6176 -3.9874 -2.6960 -0.62 2.46 2.13 -0.45
C -5.6277 -4.5859 -3.9657 0.55 -0.92 -1.11 -0.04
C -6.6805 -5.7310 -4.1187 0.32 1.04 1.01 -1.29
H -2.5628 -3.7666 -4.2664 0.58 -0.19 -0.57 0.41
H -1.5908 -2.2755 -4.2314 0.13 -0.07 0.14 0.16
H -1.0021 -3.7558 -3.3499 0.12 0.05 -0.38 0.41
H -3.0006 -3.8576 -2.0715 -0.48 0.25 0.47 0.55
H -2.1899 -2.2770 -1.7235 -0.36 0.09 0.21 -0.50
H -6.0520 -0.1894 -1.0119 0.39 -0.38 -0.81 0.33
H -6.5441 -1.1021 0.3065 0.25 -0.88 0.21 0.33
H -3.6076 -0.4076 -0.3333 -0.16 0.16 -0.45 0.02
H -4.5857 0.4195 0.8525 0.06 -0.19 0.37 0.40
H -4.0673 -1.3184 1.0222 -0.40 0.13 0.46 -0.14
H -5.7680 -3.8185 -4.7269 -0.08 -0.10 -0.19 0.34
H -4.5993 -4.9465 -3.9915 -0.03 -0.51 -0.98 0.16
H -6.4912 -6.5317 -3.4037 0.12 0.04 0.03 0.30
H -7.6403 -5.2885 -3.8520 -0.15 -0.11 -0.10 0.33
H -6.7674 -6.1809 -5.1077 0.36 0.37 -0.08 0.38
C -2.4256 -3.9695 1.5844 0.70 -0.23 -1.17 -0.18
O -3.0669 -3.9092 2.8283 0.51 0.34 3.02 -0.30
P -2.1524 -3.8271 4.2061 0.29 0.89 -0.95 0.07
O -2.9046 -3.9376 5.4839 0.85 0.02 -1.90 -0.78
O -1.2936 -2.4421 3.9660 -1.26 -1.70 0.06 0.90
C -0.2170 -2.1046 4.8210 1.31 0.65 0.93 -0.88
O -0.9817 -4.9249 3.9317 -0.24 2.75 0.24 -0.07
C -1.2808 -6.2552 3.7358 -0.37 -1.80 0.75 -0.91
H -1.4336 -4.4090 1.6887 0.08 0.06 -0.14 0.33
H -2.3266 -2.9942 1.1079 -0.03 0.16 0.25 -0.19
H -3.0042 -4.6065 0.9154 -0.17 -0.01 0.16 0.32
H 0.6405 -1.6986 4.2844 -0.14 -0.38 -0.69 0.17
H 0.1779 -2.9164 5.4319 -0.30 -0.32 -0.17 0.32
H -0.4124 -1.2829 5.5101 -0.88 -0.07 0.04 0.29
H -0.6607 -6.6934 2.9538 -0.15 0.27 -0.26 0.28
H -2.3452 -6.4027 3.5533 0.03 -0.19 -0.28 0.40
H -1.0253 -6.7794 4.6567 -0.14 -0.27 0.04 0.30
C -3.6393 4.9745 -6.4546 0.73 -0.54 1.12 -0.61
O -3.8657 3.7079 -5.7933 0.43 -1.18 0.80 -0.40
P -2.7597 3.0187 -4.7983 0.30 2.41 0.17 1.19
O -1.6759 4.0128 -4.3758 -2.35 -2.66 -0.66 -0.73
O -3.6556 2.3744 -3.5919 2.34 1.36 -0.85 -0.25
C -4.7628 1.5337 -3.8244 -0.95 -0.67 -1.96 -0.55
O -2.2475 1.8028 -5.7263 -0.28 0.45 0.91 -0.33
C -0.9256 1.7976 -6.2508 0.94 -0.64 -0.06 -0.35
H -4.1517 4.9969 -7.4164 -0.20 -0.09 0.34 0.23
H -2.5639 5.0722 -6.6030 -0.06 0.33 -0.13 0.26
H -3.9743 5.7015 -5.7148 -0.05 0.47 -0.63 0.28
H -4.9678 1.6337 -4.8903 -0.59 -0.23 -0.06 0.35
H -5.6688 1.8338 -3.2979 0.43 0.24 0.33 0.34
H -4.5805 0.4687 -3.6811 0.39 0.18 0.49 0.09
H -0.8720 1.0536 -7.0456 -0.43 0.23 -0.20 0.31
H -0.1995 1.4251 -5.5283 -0.12 0.18 0.45 -0.01
H -0.5524 2.7589 -6.6040 -0.43 0.11 0.00 0.28
C 2.4819 -5.2538 3.9466 -1.20 -1.30 0.43 -0.55
O 3.6746 -4.7533 3.4294 1.08 2.76 -0.02 -0.41
P 3.9174 -3.1081 3.3654 0.29 -2.05 -1.33 1.12
O 3.2626 -2.3332 4.4184 0.56 -0.24 0.04 -0.74
O 5.5176 -3.0516 3.2063 -1.90 0.77 1.09 -0.44
C 6.2355 -3.5678 2.1293 0.72 -1.12 -1.49 -0.68
O 3.4151 -2.7305 1.8885 0.41 -0.37 0.17 0.20
C 2.0149 -2.8759 1.5937 -0.81 0.72 0.73 0.29
H 2.7261 -6.0774 4.6176 0.04 -0.06 0.00 0.40
H 1.8808 -5.6576 3.1320 -0.05 -0.06 -0.11 0.19
H 1.8250 -4.5906 4.5095 0.44 0.55 -0.07 0.19
H 7.2183 -3.8998 2.4639 -0.05 0.28 0.27 0.30
H 6.3662 -2.8842 1.2904 -0.09 0.55 0.34 0.22
H 5.7897 -4.4439 1.6582 -0.42 -0.15 0.36 0.29
H 1.6001 -1.8905 1.3818 0.28 -0.11 -0.50 -0.32
H 1.4422 -3.1560 2.4778 0.14 -0.41 0.18 -0.30
H 1.7911 -3.5830 0.7949 0.49 0.14 -0.06 0.28
C 4.1462 -3.6991 -7.2098 -0.53 -0.82 -1.69 -0.66
O 4.4424 -3.8154 -5.8504 -1.24 1.19 3.24 -0.35
P 3.2533 -3.3337 -4.8030 0.44 0.27 0.20 0.85
O 1.9334 -3.9789 -4.9706 1.00 0.24 0.28 -0.62
O 3.9409 -3.4861 -3.3117 0.12 -0.44 -3.28 -0.39
C 3.2672 -3.2334 -2.0936 -0.65 1.12 0.06 -0.22
O 3.1628 -1.7383 -5.1410 2.17 -1.72 0.30 -0.35
C 2.1626 -0.9837 -4.5558 -2.74 0.98 -0.53 0.19
H 3.2306 -3.1657 -7.4652 0.03 0.32 0.40 0.31
H 3.9811 -4.7095 -7.5838 0.09 -0.08 -0.16 0.28
H 4.9736 -3.2708 -7.7755 0.10 0.15 0.37 0.26
H 2.2031 -3.0449 -2.2358 -0.13 -0.51 0.05 -0.02
H 3.6388 -2.2683 -1.7494 0.20 -0.16 0.48 0.26
H 3.4564 -4.0369 -1.3817 0.02 0.08 -0.16 0.38
H 1.5803 -1.4977 -3.7911 0.31 -0.01 0.29 0.16
H 1.4433 -0.7897 -5.3514 -0.48 -0.20 -0.19 0.18
H 2.3770 0.0472 -4.2742 1.22 -0.31 0.48 -0.15
C 2.1060 1.5375 -0.8535 0.59 -0.09 0.03 -0.22
O 1.1244 1.0168 0.0641 -1.12 -1.38 0.04 -0.03
P 0.0641 -0.1720 -0.3363 0.72 -0.15 0.91 -1.40
O 0.6675 -1.3366 -1.0311 -0.39 0.74 0.64 -0.35
O -1.0601 0.5382 -1.2453 0.19 -0.70 2.23 -0.15
C -0.7219 0.8628 -2.5640 0.80 0.24 -1.24 -0.19
O -0.6169 -0.5813 1.1204 1.74 0.44 -3.93 1.35
C -1.0325 0.4443 2.0074 -0.69 -0.13 0.49 -0.25
H 2.0663 1.0687 -1.8367 -0.47 0.50 -0.06 -0.08
H 3.1332 1.3405 -0.5467 -0.07 -0.46 0.64 0.03
H 2.0620 2.6252 -0.7975 -0.47 -0.07 -0.57 0.39
H -1.5405 0.5360 -3.2052 -0.01 0.44 -0.03 0.24
H 0.1883 0.3752 -2.9132 -0.03 -0.59 0.15 -0.22
H -0.4422 1.9138 -2.6373 -0.74 0.27 -0.09 0.32
H -0.4388 0.3070 2.9111 -0.25 0.43 0.10 0.13
H -2.0869 0.2079 2.1506 -0.01 0.47 0.53 -0.06
H -0.9230 1.4432 1.5852 0.12 -0.04 0.11 0.21
C -3.3069 1.6011 4.5512 -0.31 -0.05 0.74 -0.60
O -4.1166 0.9344 3.5267 -1.22 0.10 0.86 0.01
P -5.6761 0.5894 3.9102 0.45 1.58 1.44 0.66
O -6.5181 -0.0464 2.9063 0.54 -0.34 -0.44 -0.64
O -5.5573 -0.2067 5.3168 -0.52 0.76 -1.25 -0.38
C -4.7909 -1.4038 5.4032 0.67 -0.80 1.13 -0.61
O -6.2759 2.0609 4.3491 -0.18 -1.40 -0.11 -0.29
C -7.6172 2.1222 4.9554 0.56 -0.46 0.30 -0.76
H -2.4387 1.0280 4.8767 0.14 -0.29 -0.89 0.21
H -3.8326 1.7165 5.4991 -0.55 0.09 -0.21 0.60
H -3.0053 2.6015 4.2407 -0.08 -0.25 -0.39 0.08
H -5.2924 -2.1678 5.9974 -0.59 0.26 -0.11 0.39
H -3.9229 -1.1712 6.0200 0.35 0.01 -0.40 0.32
H -4.5007 -1.9220 4.4893 -0.13 0.65 -0.34 0.17
H -8.3053 2.8335 4.4987 0.76 0.41 -0.33 0.26
H -7.4279 2.3763 5.9984 -0.31 0.03 -0.05 0.28
H -8.1758 1.1879 4.8988 0.48 -0.32 0.00 0.31
C 1.8091 4.5063 -4.7287 -2.00 0.06 0.34 -0.43
O 2.9684 4.8095 -4.0505 2.39 -0.59 1.29 -0.40
P 3.9512 3.6361 -3.5736 0.81 0.28 1.26 0.60
O 3.4342 2.2293 -3.5593 0.62 2.25 -0.36 -0.10
O 4.3760 4.1831 -2.0478 -0.48 -1.44 -3.77 -0.26
C 5.5808 4.8931 -1.9053 0.75 1.61 2.02 -0.74
O 5.2536 3.9625 -4.5331 -1.21 -0.66 1.31 -0.39
C 5.1845 3.5477 -5.8960 0.40 -0.48 -0.84 -0.70
H 2.0155 3.8565 -5.5791 -0.43 0.29 -0.24 0.24
H 1.3545 5.4806 -4.9077 -0.03 -0.23 -0.89 0.27
H 1.1160 4.0511 -4.0212 -0.21 -0.51 -0.33 0.22
H 6.0343 5.4448 -2.7288 -0.40 -0.74 -0.58 0.38
H 6.3220 4.3175 -1.3508 0.07 -0.44 -0.47 0.19
H 5.3381 5.6915 -1.2042 -0.10 0.17 0.16 0.31
H 5.1468 4.3736 -6.6062 -0.22 0.42 0.45 0.27
H 4.3623 2.8719 -6.1315 -0.16 0.00 0.35 0.23
H 6.0976 3.0114 -6.1542 0.06 -0.08 0.31 0.29
C 6.5464 1.1100 0.4379 0.83 0.20 -1.07 -0.79
O 5.7648 2.3206 0.5129 -1.26 0.08 2.13 -0.20
P 5.1095 2.7627 1.9660 -1.23 -0.28 1.16 1.27
O 3.9159 3.6727 1.9304 1.98 -1.29 -0.74 -0.72
O 6.3651 3.4034 2.7993 -1.96 -2.26 0.10 -0.37
C 6.9255 4.6228 2.4260 1.06 0.45 -1.42 -0.69
O 4.7973 1.3759 2.8238 1.24 1.54 -1.28 -0.41
C 3.5040 0.7284 2.8596 -0.82 0.36 0.14 0.14
H 6.1381 0.4166 -0.2973 -0.73 -0.01 0.34 0.24
H 6.7584 0.6044 1.3800 -0.24 0.30 0.02 0.36
H 7.4658 1.4095 -0.0652 0.34 0.06 0.45 0.34
H 7.9079 4.3837 2.0188 0.31 0.21 0.15 0.28
H 7.0553 5.3151 3.2579 -0.40 -0.20 0.04 0.27
H 6.4018 5.0684 1.5802 -0.34 0.36 0.29 0.27
H 3.0811 0.7931 3.8621 0.25 0.30 0.10 0.32
H 3.5391 -0.3419 2.6560 0.67 0.22 -0.34 -0.52
H 2.7897 1.2007 2.1852 0.14 0.07 -0.12 0.21
C 2.8091 4.0658 5.1684 -1.17 0.55 -0.47 -0.51
O 1.6323 3.9435 6.0555 -0.98 -0.26 -0.72 -0.43
P 0.1953 3.5325 5.4019 0.61 -1.21 0.63 0.50
O 0.1766 2.1831 4.7314 -0.39 2.32 1.20 0.03
O -0.1568 4.7734 4.4644 0.78 -0.64 0.95 -0.27
C -0.9637 4.5809 3.3209 -0.15 0.65 -0.71 0.03
O -0.8796 3.7111 6.6268 1.54 -1.81 -1.78 -0.38
C -0.8923 4.8460 7.4454 0.15 0.86 0.35 -0.70
H 2.4931 3.9558 4.1310 0.13 -0.49 -0.02 0.16
H 3.5929 3.3529 5.4245 -0.31 0.07 0.19 0.29
H 3.1366 5.1049 5.2019 0.22 -0.14 0.51 0.32
H -1.0183 3.5357 3.0167 0.10 0.09 0.01 -0.34
H -0.4754 5.2034 2.5711 -0.29 -0.29 -0.36 0.28
H -1.9562 4.9875 3.5152 -0.08 -0.13 -0.01 0.27
H -0.2097 5.6009 7.0553 -0.22 0.25 0.05 0.32
H -0.5626 4.6024 8.4554 -0.06 -0.17 -0.02 0.25
H -1.9229 5.2001 7.4697 0.14 0.22 0.07 0.26
```
Forces are in eV/Å.